Computed, not measured: C4H4N2O in the gas phase, with the ωB97M-V functional and the def2-TZVPD basis.

Computed properties:
SMILES = O=Cc1cnc[nH]1
HOMO = -9.59 eV
Orbital gap = 9.96 eV
Net charge = 0
Maximum force = 0.53 eV/Å
Multiplicity = 1
ΔE to the lowest compared entry with this formula, charge and spin = 7.1 kcal per mole

Last column: Mulliken charge in e.
Atoms and positions in Å:
1 O -0.890 0.551 2.603  -0.510
2 C -0.009 0.146 1.877  -0.102
3 C -0.034 -0.049 0.422  0.454
4 C 1.090 -0.399 -0.288  -0.247
5 N 0.885 -0.346 -1.632  -0.593
6 C -0.369 0.030 -1.754  -0.139
7 N -0.982 0.220 -0.561  -0.071
8 H 0.999 -0.101 2.284  0.263
9 H 2.046 -0.678 0.136  0.368
10 H -0.869 0.192 -2.703  0.372
11 H -1.956 0.473 -0.467  0.205

Force components x, y, z for each atom (eV/Å):
O 0.11 -0.15 -0.50
C -0.24 0.07 -0.01
C 0.20 0.09 -0.10
C 0.20 -0.02 0.12
N -0.19 0.00 0.05
C -0.02 -0.02 -0.04
N 0.05 0.04 0.08
H -0.27 -0.01 -0.06
H -0.08 0.06 -0.09
H -0.02 -0.07 0.23
H 0.27 0.01 0.32



Computed, not measured: 2 unconnected molecules or ions with the total composition C3H3BrO2 at a distorted geometry, with the ωB97M-V functional and the def2-TZVPD basis.

Computed properties:
HOMO (alpha / beta) = -8.05 / -8.05 eV
Orbital gap (alpha / beta) = 7.71 / 7.71 eV
Net charge = 0
Maximum force = 4.31 eV/Å
Multiplicity = 1
ΔE to the lowest compared entry with this formula, charge and spin = 49.7 kcal per mole

Last column: Mulliken charge in e.
Atoms and positions in Å:
1 C -0.435 -0.615 0.779  0.558
2 C -0.504 1.780 0.106  0.210
3 C 0.449 -1.183 -0.200  -0.826
4 O -1.143 -0.890 1.670  -0.298
5 O -0.743 2.701 0.760  -0.314
6 Br 0.223 1.914 -1.652  -0.209
7 H 1.515 -0.725 0.058  0.295
8 H 0.159 -0.752 -1.253  0.225
9 H 0.479 -2.230 -0.268  0.361

Force components x, y, z for each atom (eV/Å):
C -2.17 1.90 1.05
C 0.08 -3.28 1.71
C 2.29 2.99 -2.10
O 1.22 0.27 -1.18
O -0.46 0.92 0.64
Br 0.63 0.33 -1.85
H -2.13 -1.02 -0.71
H 0.61 -0.62 2.08
H -0.07 -1.51 0.36



Computed, not measured: a molecular structure, C21H43O2PPdS2SeSi2Te, with the ωB97M-V functional and the def2-TZVPD basis.

Computed properties:
HOMO (alpha / beta) = -3.88 / -4.08 eV
Orbital gap (alpha / beta) = 6.21 / 6.41 eV
Net charge = -1
⟨S²⟩ = 0.76
Maximum force = 0.51 eV/Å
Multiplicity = 2
ΔE to the lowest compared entry with this formula, charge and spin = 3.4 kcal per mole

Last column: Löwdin spin population.
Atoms and positions in Å:
1 Pd 0.613 -0.809 -0.369  0.681
2 C -4.901 -1.524 -2.686  0.002
3 C -4.430 -1.922 -1.305  0.001
4 O -4.115 -0.747 -0.549  0.005
5 P -2.581 -0.544 -0.056  0.007
6 S -2.027 -1.825 1.299  0.004
7 S -1.457 -0.393 -1.697  0.080
8 O -2.764 0.897 0.648  0.000
9 C -3.166 2.038 -0.117  0.000
10 C -4.591 2.416 0.227  0.000
11 H -5.183 -2.410 -3.259  0.000
12 H -4.101 -1.005 -3.213  0.002
13 H -5.766 -0.863 -2.620  0.000
14 H -3.555 -2.574 -1.366  0.000
15 H -5.207 -2.456 -0.754  0.000
16 H -3.049 1.830 -1.183  0.000
17 H -2.471 2.841 0.144  0.000
18 H -5.268 1.605 -0.038  0.000
19 H -4.881 3.315 -0.320  0.000
20 H -4.686 2.614 1.295  0.000
21 C 1.326 3.120 4.316  0.002
22 Si 0.402 1.486 4.328  0.003
23 C -1.440 1.822 4.297  0.001
24 C 0.843 0.543 5.891  0.000
25 C 0.860 0.457 2.836  0.005
26 Te 0.507 1.447 0.968  0.064
27 C 2.469 2.236 0.694  0.010
28 Si 2.479 3.291 -0.859  0.000
29 C 1.425 4.817 -0.545  0.001
30 C 1.803 2.281 -2.275  -0.001
31 C 4.237 3.820 -1.229  0.000
32 H 1.109 3.687 5.225  0.000
33 H 1.028 3.733 3.462  0.002
34 H 2.406 2.970 4.263  0.000
35 H -1.740 2.448 5.141  0.000
36 H -2.007 0.889 4.344  0.000
37 H -1.726 2.332 3.375  0.001
38 H 0.550 1.093 6.789  0.000
39 H 1.918 0.358 5.946  0.000
40 H 0.337 -0.424 5.908  0.000
41 H 0.233 -0.436 2.765  0.001
42 H 1.900 0.129 2.813  0.000
43 H 3.152 1.391 0.588  0.001
44 H 2.749 2.822 1.572  0.002
45 H 0.431 4.537 -0.191  0.001
46 H 1.305 5.417 -1.449  0.000
47 H 1.885 5.449 0.218  0.000
48 H 0.741 2.045 -2.159  0.000
49 H 2.336 1.326 -2.315  -0.001
50 H 1.939 2.795 -3.230  0.000
51 H 4.681 4.358 -0.388  0.000
52 H 4.280 4.467 -2.108  0.000
53 H 4.845 2.935 -1.425  0.000
54 C 6.931 1.518 -2.768  0.000
55 C 5.848 0.601 -2.264  0.000
56 C 5.781 0.226 -0.930  0.000
57 C 4.793 -0.631 -0.453  0.002
58 C 4.789 -1.008 1.002  0.002
59 C 3.817 -1.132 -1.334  0.008
60 Se 2.485 -2.363 -0.677  0.106
61 C 3.867 -0.750 -2.684  0.001
62 C 2.848 -1.219 -3.686  0.003
63 C 4.875 0.106 -3.119  0.000
64 H 7.698 1.673 -2.008  0.000
65 H 6.532 2.499 -3.039  0.000
66 H 7.415 1.107 -3.656  0.000
67 H 6.528 0.599 -0.234  0.000
68 H 5.592 -0.499 1.538  0.000
69 H 4.901 -2.087 1.125  0.001
70 H 3.830 -0.758 1.463  0.000
71 H 2.442 -2.191 -3.414  0.003
72 H 3.290 -1.275 -4.682  0.000
73 H 2.005 -0.524 -3.729  0.000
74 H 4.900 0.384 -4.169  0.000

Force components x, y, z for each atom (eV/Å):
Pd -0.25 -0.04 -0.45
C 0.01 0.00 0.01
C -0.01 -0.03 0.00
O 0.03 -0.02 0.03
P -0.17 0.10 0.15
S 0.01 -0.03 0.09
S 0.13 0.06 -0.13
O 0.06 -0.05 0.01
C 0.00 0.03 -0.01
C 0.00 0.00 -0.01
H -0.01 -0.01 -0.01
H 0.00 0.00 0.00
H -0.01 0.01 0.00
H -0.01 0.00 0.00
H 0.00 0.00 -0.01
H -0.01 0.01 0.01
H 0.00 0.00 -0.01
H 0.00 0.00 0.00
H -0.01 0.01 -0.01
H 0.00 0.00 0.01
C 0.02 -0.02 0.01
Si -0.07 0.00 -0.05
C 0.04 -0.02 0.02
C 0.02 0.00 0.00
C -0.06 0.10 0.10
Te -0.04 -0.15 0.21
C 0.06 0.01 0.01
Si 0.03 0.01 -0.04
C 0.02 -0.02 0.02
C -0.03 -0.04 0.02
C 0.01 -0.04 0.00
H 0.00 0.01 0.01
H 0.00 -0.01 -0.03
H 0.02 0.00 0.01
H 0.00 0.01 0.01
H -0.01 -0.02 -0.03
H -0.01 0.00 -0.02
H -0.01 0.02 0.00
H 0.01 -0.01 0.00
H -0.01 -0.01 0.00
H 0.00 0.00 0.01
H 0.03 0.01 -0.01
H -0.01 0.00 -0.01
H -0.03 0.01 0.03
H -0.02 0.01 -0.01
H 0.02 0.00 -0.03
H -0.01 0.01 0.02
H 0.03 0.04 -0.01
H -0.01 0.07 -0.01
H 0.00 0.00 -0.01
H 0.00 0.02 0.02
H 0.00 0.02 -0.02
H 0.01 0.01 0.01
C 0.00 0.01 0.00
C 0.00 0.00 -0.01
C 0.02 0.00 0.02
C -0.06 -0.04 -0.01
C -0.03 0.01 -0.02
C 0.00 -0.05 0.07
Se 0.24 0.07 0.13
C 0.00 -0.05 -0.05
C 0.01 -0.04 -0.02
C 0.06 0.00 -0.04
H 0.00 0.01 0.00
H 0.00 0.01 -0.01
H 0.00 0.00 -0.01
H 0.01 0.00 0.00
H 0.01 0.01 0.00
H 0.00 0.00 0.00
H 0.00 0.00 0.01
H 0.02 0.00 0.00
H 0.00 0.03 -0.01
H -0.06 -0.01 0.04
H 0.00 0.00 0.00



Computed, not measured: a molecular structure, CH3F2NOP2 at a distorted geometry, with the ωB97M-V functional and the def2-TZVPD basis.

Computed properties:
HOMO = -10.09 eV
Orbital gap = 9.43 eV
Net charge = 0
Maximum force = 3.08 eV/Å
Multiplicity = 1
ΔE to the lowest compared entry with this formula, charge and spin = 5.7 kcal per mole

Last column: Mulliken charge in e.
Atoms and positions in Å:
1 C 0.611 1.602 0.151  -0.444
2 N -0.471 -2.030 0.103  -0.214
3 O 0.175 0.250 0.357  -0.193
4 F 1.095 -1.114 -1.632  -0.283
5 F -2.826 -2.012 -0.053  -0.289
6 P 0.975 -1.229 0.021  0.317
7 P -1.619 -1.108 0.644  0.445
8 H -0.031 2.234 0.873  0.204
9 H 0.412 1.865 -0.928  0.249
10 H 1.678 1.542 0.464  0.208

Force components x, y, z for each atom (eV/Å):
C -0.37 -0.26 0.66
N 0.28 0.59 0.44
O 0.15 -0.31 -0.43
F -0.08 0.05 1.47
F 0.27 1.14 1.00
P -0.17 0.92 -1.19
P -1.30 -2.43 -1.38
H 1.26 -0.78 -1.27
H 0.55 0.02 1.23
H -0.60 1.07 -0.53